Below is 4 unconnected molecules or ions with the total composition C4H6N2 in a non-equilibrium geometry, with properties calculated with ωB97M-V/def2-TZVPD.

Last column: natural (NBO) charge in e.
Geometry (Å):
C (-1.81243, -0.55436, 0.19732)  -0.44
C (0.22156, 0.82680, -0.06654)  0.06
C (1.51576, 1.01627, 0.00634)  -0.41
C (2.34240, -0.18065, -0.04621)  0.26
H (-2.27759, 0.32322, -1.36518)  0.23
H (-1.84597, 0.26101, 1.90149)  0.20
H (-2.29362, -2.38961, 0.32864)  0.23
H (0.21925, -1.34444, -0.56554)  0.42
H (-0.54177, 1.67795, -0.11749)  0.23
H (1.93656, 2.06430, 0.14154)  0.26
N (-0.34036, -0.46790, -0.48337)  -0.74
N (2.87620, -1.23260, 0.06899)  -0.33

Cartesian forces (eV/Å) of the 6 atoms listed first:
C 2.019 -0.483 -2.289
C -3.040 -1.967 -2.327
C 2.389 1.178 0.462
C 1.456 -2.430 0.948
H -0.188 -1.655 3.665
H -0.058 -1.618 -3.488

Computed properties:
HOMO energy = -8.94 eV
LUMO level = -0.075 Eh
Net charge = 0
Energy above the lowest of the compared OMol25 structures with the same formula, charge and spin = 1194.3 kJ/mol
Frontier orbital gap = 6.90 eV

Below is C4H8O3 in the gas phase, with properties calculated with ωB97M-V/def2-TZVPD.

Last column: natural (NBO) charge in e.
Geometry (Å):
O (0.85444, -0.11337, -2.17827)  -0.70
C (1.18749, -0.29518, -0.82277)  -0.09
C (-0.04561, -0.23611, 0.08139)  0.03
C (0.22668, 0.02692, 1.54510)  -0.08
O (-0.97917, 0.07949, 2.26439)  -0.70
C (-2.00446, 0.55405, -1.06867)  0.14
O (-0.99140, 0.82673, -0.28701)  -0.51
H (0.44709, 0.75933, -2.26337)  0.47
H (1.60521, -1.30927, -0.74248)  0.20
H (1.96628, 0.40865, -0.48325)  0.17
H (0.80186, -0.80955, 1.94904)  0.19
H (0.82084, 0.94871, 1.65939)  0.17
H (-1.53014, 0.76461, 1.85787)  0.48
H (-0.62196, -1.15777, -0.01466)  0.19
H (-1.73715, -0.44725, -1.49670)  0.05

Cartesian forces (eV/Å) of the 6 atoms listed first:
O -0.079 0.223 -0.038
C 0.039 0.014 0.308
C -0.089 -0.227 0.092
C 0.322 -0.123 -0.023
O -0.154 0.158 0.108
C 0.838 0.139 -0.231

Computed properties:
HOMO energy = -8.99 eV
LUMO level = 0.014 Eh
Net charge = 0
Energy above the lowest of the compared OMol25 structures with the same formula, charge and spin = 451.6 kJ/mol
Frontier orbital gap = 9.37 eV

Below is 16 unconnected molecules or ions with the total composition C22H75BrNO16 in a non-equilibrium geometry, with properties calculated with ωB97M-V/def2-TZVPD.

Last column: Mulliken charge in e.
Geometry (Å):
C (-0.91947, 4.26852, -2.95000)  -0.67
O (-2.28408, 3.85117, -2.88038)  -0.41
C (-2.46459, 2.45842, -2.83322)  -1.27
C (-2.06437, 1.85034, -1.50104)  0.98
C (-2.93522, 2.24701, -0.31847)  -0.37
C (-2.30522, 1.72848, 0.98182)  -1.16
C (-1.81218, 0.28900, 0.92062)  -0.50
N (-1.22412, -0.10705, -0.40415)  0.14
Br (-1.12217, -2.00680, -0.44087)  0.10
C (-2.06142, 0.33037, -1.55960)  -0.86
H (-0.26258, 3.41183, -3.08183)  0.25
H (-0.77954, 4.95788, -3.77084)  0.30
H (-0.63576, 4.72942, -2.00807)  0.30
H (-3.51502, 2.25561, -3.02924)  0.21
H (-1.90504, 1.97151, -3.63730)  0.56
H (-1.03842, 2.13701, -1.25416)  0.29
H (-3.06892, 3.32060, -0.28295)  0.44
H (-3.92392, 1.81274, -0.43452)  0.14
H (-3.07308, 1.74228, 1.74796)  0.42
H (-1.53209, 2.41187, 1.31544)  0.45
H (-2.56411, -0.43824, 1.19360)  0.35
H (-1.01094, 0.17346, 1.64570)  0.41
H (-0.26892, 0.23856, -0.55315)  0.32
H (-3.06577, -0.05682, -1.43496)  -0.08
H (-1.59325, -0.02893, -2.46791)  0.67
C (-6.67439, 0.62610, -2.48309)  -0.76
O (-5.59592, 0.16134, -1.66190)  -0.33
H (-6.31778, 0.65889, -3.50874)  0.26
H (-7.52458, -0.05472, -2.42265)  0.31
H (-6.98496, 1.62753, -2.18178)  0.32
H (-5.91631, 0.12969, -0.75363)  0.24
C (1.43141, 1.48492, 3.75848)  -0.61
O (1.40733, 0.38761, 2.83715)  -0.46
H (0.40097, 1.74422, 3.99608)  0.28
H (1.95328, 1.19664, 4.66584)  0.21
H (1.92609, 2.34967, 3.31092)  0.31
H (2.32490, 0.16517, 2.63645)  0.23
C (2.09595, -1.24184, -2.41897)  -0.65
O (1.86115, -0.18363, -1.47929)  -0.34
H (2.11877, -0.82226, -3.42050)  0.21
H (3.05211, -1.72359, -2.21323)  0.31
H (1.29205, -1.97877, -2.36192)  0.24
H (1.85901, -0.57851, -0.59870)  0.21
C (-2.86081, -2.26767, 3.92470)  -0.34
O (-4.15728, -1.89300, 3.45844)  -0.52
H (-2.49778, -1.48491, 4.58502)  0.25
H (-2.90445, -3.20844, 4.47511)  0.33
H (-2.17396, -2.37187, 3.08041)  -0.01
H (-4.47800, -2.59432, 2.88128)  0.30
C (-5.03551, 5.70670, -0.77762)  -0.62
O (-4.95047, 4.57221, -1.63323)  -0.43
H (-6.08126, 5.84888, -0.51953)  0.24
H (-4.46476, 5.55176, 0.14404)  0.26
H (-4.67179, 6.60534, -1.28125)  0.26
H (-4.02250, 4.44384, -1.86469)  0.34
C (4.71158, 1.18583, -0.10117)  -0.50
O (4.71559, 0.43961, 1.11604)  -0.46
H (3.76235, 1.71289, -0.15378)  0.14
H (5.52505, 1.91362, -0.12207)  0.38
H (4.79551, 0.51777, -0.96204)  0.20
H (5.55247, -0.03367, 1.17322)  0.26
C (4.08826, 2.31228, 6.46850)  -0.55
O (4.07245, 1.22684, 5.54733)  -0.44
H (3.06263, 2.57395, 6.71899)  0.28
H (4.61112, 2.02164, 7.38226)  0.20
H (4.57870, 3.18133, 6.02119)  0.27
H (4.99210, 1.01676, 5.34953)  0.26
C (2.74038, 1.53554, -5.18247)  -0.31
O (3.81780, 1.09364, -4.35494)  -0.51
H (3.09395, 1.57826, -6.20407)  0.21
H (1.89789, 0.83582, -5.12580)  0.20
H (2.40857, 2.53161, -4.88464)  0.13
H (3.49495, 1.06542, -3.44753)  0.25
C (7.61105, 0.68588, 7.85080)  -0.54
O (7.31319, 0.55019, 6.46169)  -0.47
H (7.46998, -0.28052, 8.32655)  0.26
H (8.64669, 1.00502, 7.98211)  0.23
H (6.94225, 1.41541, 8.31343)  0.23
H (7.44970, 1.41788, 6.06210)  0.30
C (0.28991, -4.61660, 2.50100)  -0.33
O (0.62237, -3.91047, 3.69021)  -0.48
H (-0.00031, -5.62514, 2.77996)  0.27
H (-0.54886, -4.13029, 1.99133)  0.01
H (1.15230, -4.66364, 1.82979)  0.25
H (0.88336, -3.01451, 3.45092)  0.28
C (10.11251, 3.53328, 5.51643)  -0.58
O (8.82656, 3.87377, 6.03660)  -0.50
H (10.68223, 3.07798, 6.32139)  0.22
H (10.02745, 2.81896, 4.69376)  0.27
H (10.63972, 4.42386, 5.16845)  0.30
H (8.32522, 4.28198, 5.32278)  0.29
C (-5.05702, -3.74004, -2.75897)  -0.37
O (-4.70187, -3.01061, -1.58376)  -0.45
H (-5.34374, -4.74222, -2.45710)  -0.04
H (-5.90189, -3.26856, -3.26563)  0.26
H (-4.20848, -3.80452, -3.44479)  0.29
H (-4.45774, -2.11947, -1.85738)  0.28
C (-5.54109, -7.57617, -1.62068)  -0.61
O (-5.86166, -7.71686, -3.00527)  -0.52
H (-4.84907, -6.74323, -1.52922)  0.17
H (-6.43810, -7.36380, -1.03372)  0.35
H (-5.05511, -8.47777, -1.24600)  0.32
H (-6.47165, -8.45636, -3.09592)  0.29
C (2.05010, 5.04005, -6.76556)  -0.51
O (2.62472, 3.84864, -7.29236)  -0.49
H (1.08897, 4.77555, -6.32991)  0.12
H (2.68572, 5.47280, -5.98800)  0.27
H (1.88708, 5.78026, -7.55172)  0.33
H (3.47421, 4.08309, -7.68160)  0.29
C (-2.36330, -9.63471, -3.43091)  -0.56
O (-2.71480, -8.46256, -2.70250)  -0.46
H (-1.59044, -10.15274, -2.86927)  0.23
H (-3.22433, -10.29856, -3.54321)  0.25
H (-1.97232, -9.38126, -4.41936)  0.26
H (-3.40516, -8.00832, -3.20072)  0.28

Cartesian forces (eV/Å) of the 6 atoms listed first:
C -0.169 -0.395 0.457
O -0.008 0.094 0.001
C 0.008 -0.186 -0.186
C -0.168 -0.132 0.382
C 0.180 -0.207 0.166
C -0.567 0.316 -0.409

Computed properties:
HOMO energy = -11.69 eV
LUMO level = -0.151 Eh
Net charge = +1
Frontier orbital gap = 7.58 eV

Below is 9 unconnected molecules or ions with the total composition C4H21O11 in a non-equilibrium geometry, with properties calculated with ωB97M-V/def2-TZVPD.

Last column: natural (NBO) charge in e.
Geometry (Å):
O (0.02160, -2.11249, 0.37086)  -0.78
C (0.77846, -1.12444, 0.41161)  0.83
O (0.97397, -0.31103, 1.38075)  -0.82
C (1.25243, -0.56980, -0.98136)  -0.54
C (1.75658, 0.85058, -0.95700)  -0.53
C (2.64143, 1.47879, 0.09288)  0.45
O (2.96684, 2.61435, -0.26390)  -0.60
H (0.37081, -0.79672, -1.63929)  0.23
H (2.11706, -1.24905, -1.14218)  0.21
H (2.46459, 1.01240, -1.79049)  0.24
H (0.94486, 1.55797, -1.22786)  0.24
H (2.83586, 0.98599, 1.03785)  0.17
H (0.12059, 2.91696, 0.84518)  0.46
H (-0.92067, 1.90284, 1.41283)  0.50
O (-0.69579, 2.45827, 0.60459)  -1.02
H (-1.32668, -1.68923, 1.32246)  0.50
H (-2.38825, -0.58966, 1.14104)  0.47
O (-2.29566, -1.51760, 1.40792)  -1.00
H (-1.47094, 0.08458, 2.61331)  0.47
H (-0.09757, 0.54961, 2.21548)  0.51
O (-0.95598, 0.89248, 2.70831)  -1.00
H (-2.82705, 2.70087, -0.44225)  0.48
H (-1.88940, 2.43282, -1.58219)  0.47
O (-2.73826, 2.14814, -1.22460)  -0.95
H (1.31234, 2.52805, -3.60781)  0.47
H (2.50546, 2.79440, -2.60953)  0.49
O (2.26577, 2.54047, -3.50814)  -0.96
H (-1.05860, -3.27198, -0.39587)  0.49
H (-2.36846, -3.28125, 0.19451)  0.47
O (-1.84039, -3.87115, -0.36859)  -0.98
H (-0.37774, -2.06319, -3.25185)  0.47
H (0.37939, -2.69178, -1.96958)  0.49
O (-0.03565, -2.84552, -2.82493)  -0.96
H (-1.37173, -1.69339, 3.50322)  0.48
H (-0.06368, -1.28990, 4.16234)  0.47
O (-0.98551, -1.48139, 4.36226)  -0.95

Cartesian forces (eV/Å) of the 6 atoms listed first:
O 1.117 -0.243 0.661
C -1.118 3.268 -0.585
O 0.207 -1.662 -0.295
C 0.442 -1.783 1.662
C 0.106 0.008 -1.480
C -1.646 1.725 -1.863

Computed properties:
HOMO energy = -6.82 eV
LUMO level = 0.097 Eh
Net charge = -1
Frontier orbital gap = 9.47 eV

Below is a molecular structure, C28H62N5O3S2SeSi2Ta in a non-equilibrium geometry, with properties calculated with ωB97M-V/def2-TZVPD.

Last column: Mulliken charge in e.
Geometry (Å):
Ta (10.12096, 17.12449, 11.95606)  0.42
N (5.44560, 14.45888, 14.35026)  -0.65
C (6.59325, 15.20052, 14.70709)  0.11
C (7.91112, 14.67331, 14.04020)  -0.87
C (9.14011, 15.60851, 14.45316)  -0.41
N (10.07059, 15.78028, 13.35013)  2.20
C (8.69658, 17.03408, 14.93012)  -1.44
C (7.55564, 17.51905, 14.08934)  0.16
N (7.95606, 17.43846, 12.55937)  -1.22
C (6.33133, 16.70286, 14.39630)  -1.33
H (5.62331, 13.49850, 14.48950)  0.26
H (7.94904, 11.47231, 13.24576)  0.03
H (4.66943, 14.65640, 14.96634)  0.28
H (6.83369, 15.08087, 15.81096)  0.25
H (7.92656, 14.76477, 12.96628)  0.02
H (8.04485, 13.60810, 14.26110)  0.60
H (9.74135, 15.17944, 15.22588)  0.84
H (10.65269, 14.94610, 13.32252)  -0.48
H (12.73722, 18.99541, 14.63390)  0.42
H (9.58896, 17.64829, 14.84375)  0.21
H (8.35144, 17.13178, 15.96579)  0.65
H (7.41503, 18.61752, 14.13336)  0.69
H (7.60759, 18.22482, 12.07246)  0.44
H (7.52559, 16.62422, 12.10754)  0.44
H (5.56162, 16.73417, 13.59044)  0.34
H (5.93711, 17.07809, 15.41274)  0.48
C (12.58980, 14.66228, 12.35304)  -2.21
N (12.46218, 16.06543, 11.95518)  1.48
C (12.96461, 16.28120, 10.59853)  -1.92
C (13.38253, 16.86993, 12.81717)  -1.05
C (13.00921, 16.95404, 14.32193)  -1.28
N (13.44449, 18.25023, 14.92716)  0.22
C (13.33747, 18.17324, 16.45999)  -0.78
C (14.82752, 18.77525, 14.55782)  -0.79
H (13.41651, 14.17449, 11.90069)  0.47
H (11.77819, 14.07364, 11.96195)  0.11
H (12.57998, 14.69797, 13.43978)  0.57
H (13.87287, 15.73419, 10.34462)  0.30
H (13.25108, 17.31541, 10.50404)  0.41
H (12.27256, 15.92247, 9.92790)  0.32
H (13.51505, 17.83743, 12.34237)  0.66
H (14.35588, 16.42386, 12.85590)  0.60
H (13.62827, 16.16080, 14.80672)  0.42
H (11.93508, 16.73084, 14.54533)  0.22
H (14.22915, 17.56453, 16.77105)  0.42
H (12.38984, 17.72653, 16.77350)  0.28
H (13.50559, 19.19732, 16.83664)  0.38
H (15.52022, 17.91652, 14.64282)  0.38
H (15.08006, 19.46647, 15.31789)  0.42
H (14.87972, 19.32785, 13.62559)  0.26
O (11.40694, 20.60121, 10.44161)  -0.53
S (11.45704, 19.86228, 11.64914)  1.24
O (11.56581, 18.32516, 11.33085)  -0.60
O (12.46545, 20.22995, 12.61178)  -0.67
S (9.75273, 19.47972, 12.66233)  -0.42
C (10.99284, 6.61070, 10.06377)  -1.30
C (10.53135, 7.91741, 10.76339)  0.42
C (9.17137, 8.19617, 10.85226)  -1.07
C (8.69798, 9.37445, 11.50416)  0.88
C (7.25164, 9.56881, 11.68045)  -1.82
C (9.66232, 10.23915, 12.01575)  0.74
Se (9.16866, 12.04449, 12.52107)  0.14
C (11.03606, 10.00042, 11.87039)  0.53
C (12.06965, 10.94999, 12.42388)  -0.87
C (11.45232, 8.84444, 11.29051)  -0.83
H (10.06539, 6.22171, 9.59585)  0.34
H (11.28772, 5.92552, 10.84110)  0.32
H (11.73458, 6.79692, 9.31859)  0.38
H (8.47264, 7.42634, 10.59696)  0.33
H (6.92335, 10.55583, 11.24659)  0.30
H (7.03086, 9.56779, 12.71428)  0.47
H (6.68356, 8.72112, 11.29631)  0.39
H (11.78590, 12.02028, 12.44288)  -0.62
H (13.02072, 10.82578, 11.96904)  0.47
H (12.19502, 10.68983, 13.41243)  0.56
H (12.47095, 8.59321, 11.39438)  0.51
C (7.03003, 18.87092, 9.82122)  -1.42
Si (8.34624, 17.68534, 9.02890)  0.70
C (9.72672, 18.81738, 8.24241)  -1.00
C (7.35787, 16.66149, 7.69349)  -1.32
C (9.28161, 16.41187, 10.19834)  0.98
Si (10.03351, 15.07366, 8.87923)  0.36
C (10.89365, 15.69693, 7.33146)  -1.32
C (8.47859, 14.03772, 8.75716)  -1.34
C (11.29747, 13.75738, 9.40382)  -1.20
H (6.37918, 19.27471, 9.01694)  0.42
H (7.55921, 19.68822, 10.27213)  0.33
H (6.36860, 18.35182, 10.48489)  0.49
H (9.39136, 19.85410, 8.31732)  0.41
H (10.06703, 18.68767, 7.24005)  0.51
H (10.58080, 18.63481, 8.87584)  0.13
H (6.86882, 17.42266, 7.12635)  0.51
H (6.56094, 16.02697, 8.15975)  0.33
H (7.91413, 16.04874, 6.95226)  0.34
H (8.47781, 15.67173, 10.42091)  -1.06
H (11.05595, 14.85307, 6.65992)  0.49
H (11.90409, 16.08477, 7.41260)  0.35
H (10.26351, 16.43264, 6.84131)  0.33
H (8.80369, 13.00514, 8.77172)  0.57
H (7.82398, 14.20543, 7.87934)  0.51
H (7.91927, 14.08663, 9.69152)  0.39
H (11.24547, 13.08159, 8.55487)  0.68
H (10.83921, 13.20888, 10.26950)  -0.16
H (12.37296, 13.95087, 9.52528)  0.40

Cartesian forces (eV/Å) of the 6 atoms listed first:
Ta 0.069 1.012 -0.741
N -0.828 0.045 -0.604
C 2.339 0.500 0.860
C -0.031 1.339 0.743
C -1.539 0.115 0.502
N 0.004 -0.918 0.104

Computed properties:
HOMO energy = -12.16 eV
LUMO level = -0.228 Eh
Net charge = +2
Frontier orbital gap = 5.97 eV

Look up the LUMO level of the second one.
0.014 Eh